242
Properties=species:S:1:pos:R:3:forces:R:3:lowdin_charge:R:1 method="wB97M-V/def2-TZVPD" fmax_ev_per_a=4.03 spin_multiplicity=1 smiles="CCOP(=O)(OCC)OCC.CCOP(=O)(OCC)OCC.CCOP(=O)(OCC)OCC.CCOP(=O)(OCC)OCC.COCCOCCOC.COCCOCCOC.COCCOCCOC.COCCOCCOC.COCCOCCOC.COCCOCCOC" orbital_gap_ev=9.279
C -4.121 0.626 -1.156 1.0 -1.4 0.2 -0.068
C -4.437 1.472 -2.323 0.5 0.4 0.0 -0.311
O -5.470 2.332 -1.888 -2.5 1.6 -1.7 -0.171
P -6.332 3.137 -3.029 -0.9 -1.3 -1.1 0.510
O -5.592 3.513 -4.263 -0.5 -0.5 1.4 -0.235
O -7.647 2.157 -3.325 1.5 1.2 0.8 -0.191
C -8.659 2.491 -4.283 -0.7 0.5 -0.9 -0.284
C -9.901 1.600 -4.116 0.0 0.3 0.1 -0.072
O -6.981 4.353 -2.234 -0.1 -2.0 0.0 -0.167
C -6.048 5.323 -1.853 0.3 3.0 -0.7 -0.290
C -6.439 6.635 -2.573 0.4 0.3 0.1 -0.063
H -3.332 -0.044 -1.498 0.4 -0.1 0.4 0.051
H -3.747 1.185 -0.298 0.0 0.1 -0.1 0.082
H -4.908 -0.050 -0.821 -0.4 0.3 -0.1 0.085
H -3.582 2.091 -2.592 0.0 0.0 0.0 0.092
H -4.660 0.893 -3.220 -0.5 0.0 0.0 0.117
H -9.012 3.521 -4.246 0.1 0.3 1.1 0.110
H -8.270 2.559 -5.299 0.5 -1.1 -0.1 0.111
H -10.479 1.964 -3.267 0.2 -0.3 0.3 0.072
H -10.602 1.692 -4.946 0.3 0.3 -0.3 0.072
H -9.725 0.529 -4.016 0.4 0.1 0.2 0.073
H -6.024 5.520 -0.781 -0.4 -0.5 0.1 0.124
H -5.015 5.123 -2.136 0.0 -0.5 -0.1 0.096
H -6.423 6.614 -3.663 0.4 -0.7 -0.1 0.075
H -7.444 7.007 -2.376 0.0 -0.2 0.6 0.071
H -5.703 7.382 -2.279 -0.1 0.2 0.1 0.071
C -0.235 -2.942 2.752 0.3 0.7 0.1 -0.043
C 0.584 -4.133 2.411 0.9 0.4 -1.2 -0.309
O -0.228 -5.193 2.816 -0.5 -3.7 0.8 -0.191
P 0.439 -6.678 2.905 1.7 0.3 -0.8 0.549
O 1.905 -6.591 3.209 -2.2 -0.6 0.0 -0.248
O -0.489 -7.562 3.917 2.2 1.6 -2.1 -0.191
C -1.864 -7.643 3.559 -1.2 -1.2 2.3 -0.259
C -2.519 -7.513 4.980 -0.4 1.7 -1.5 -0.052
O 0.162 -7.271 1.397 -1.4 1.2 2.6 -0.230
C 1.064 -8.143 0.764 0.5 0.3 -0.3 -0.278
C 1.777 -7.292 -0.282 -0.7 -1.1 0.1 -0.054
H -1.072 -2.795 2.069 0.0 0.0 0.0 0.074
H -0.608 -3.150 3.755 0.0 0.5 0.0 0.066
H 0.407 -2.062 2.728 -0.2 0.3 0.2 0.076
H 0.819 -4.228 1.350 -0.5 0.1 -0.4 0.097
H 1.588 -4.166 2.835 -0.2 0.0 0.7 0.103
H -2.160 -6.904 2.814 -0.1 0.1 0.3 0.096
H -2.083 -8.642 3.180 0.2 0.0 -0.3 0.115
H -2.318 -6.473 5.240 0.2 0.0 0.4 0.068
H -3.608 -7.528 4.929 0.0 -0.6 0.1 0.072
H -2.082 -8.143 5.755 -0.1 -0.2 -0.5 0.080
H 1.738 -8.567 1.509 0.3 0.1 -0.2 0.113
H 0.496 -8.974 0.345 -0.1 0.1 -0.2 0.117
H 1.061 -6.734 -0.887 -0.3 -0.1 0.1 0.053
H 2.386 -6.554 0.239 0.6 -0.4 -0.4 0.075
H 2.201 -8.040 -0.952 1.0 0.6 -0.1 0.084
C -3.768 -0.530 2.546 0.4 -0.8 0.8 -0.063
C -4.312 0.701 3.241 -0.9 0.0 -2.6 -0.324
O -3.684 0.986 4.443 -0.3 -0.6 3.0 -0.203
P -4.177 0.191 5.816 0.1 -0.3 0.0 0.513
O -5.560 -0.374 5.804 2.1 1.1 -0.2 -0.238
O -3.037 -0.922 6.013 -1.7 0.9 0.2 -0.200
C -1.639 -0.632 5.957 0.4 -0.8 -0.9 -0.249
C -1.002 -1.995 6.288 0.2 0.8 0.6 -0.049
O -3.806 1.221 7.029 -0.7 0.2 -1.4 -0.189
C -4.524 2.484 7.183 -0.2 1.1 -0.6 -0.234
C -4.419 3.474 6.002 0.2 -1.1 -0.3 -0.082
H -3.734 -1.303 3.314 0.2 -0.3 0.1 0.073
H -4.426 -0.968 1.796 0.0 0.5 -0.2 0.079
H -2.753 -0.431 2.162 -0.1 0.1 -0.2 0.060
H -4.165 1.575 2.607 0.1 0.2 0.0 0.114
H -5.394 0.575 3.281 -0.1 0.1 0.8 0.117
H -1.408 -0.349 4.930 0.1 0.1 -0.1 0.104
H -1.402 0.222 6.591 0.2 -0.3 0.3 0.111
H -1.457 -2.770 5.672 -0.2 0.1 0.2 0.066
H 0.076 -2.065 6.147 0.1 0.4 -0.2 0.064
H -1.176 -2.172 7.350 -0.2 -0.4 0.0 0.080
H -5.584 2.350 7.396 0.1 -0.6 0.2 0.114
H -4.068 3.040 8.003 0.1 -0.7 0.3 0.112
H -3.361 3.572 5.761 0.0 0.4 -0.1 0.072
H -4.918 3.107 5.104 0.0 -0.1 0.0 0.062
H -4.889 4.429 6.235 0.2 0.0 0.3 0.079
C 0.021 1.931 0.443 -0.9 -0.9 -1.3 -0.071
C 0.583 0.747 1.178 0.0 0.6 1.3 -0.276
O 1.138 -0.261 0.316 -1.0 -0.9 -1.1 -0.183
P 0.086 -1.069 -0.653 0.0 -0.3 -0.3 0.563
O -1.316 -1.221 -0.140 2.2 -0.1 -0.4 -0.246
O 0.868 -2.477 -1.036 -2.9 2.5 1.3 -0.178
C 2.230 -2.396 -1.368 1.4 -0.5 -1.3 -0.306
C 2.955 -3.325 -0.455 -0.3 -0.1 0.4 -0.035
O 0.137 -0.207 -2.023 0.1 -0.7 2.0 -0.193
C -0.913 -0.445 -2.978 0.7 -0.2 -1.0 -0.258
C -1.337 0.911 -3.470 -0.6 0.3 0.1 -0.048
H 0.589 2.074 -0.476 0.4 0.5 0.2 0.079
H -0.935 1.580 0.054 -0.5 0.4 0.0 0.063
H -0.118 2.845 1.021 0.2 -0.2 0.1 0.080
H 1.333 1.153 1.856 0.7 -0.7 -0.2 0.107
H -0.159 0.279 1.825 -0.2 0.0 -0.1 0.102
H 2.310 -2.803 -2.376 0.0 0.6 -0.2 0.099
H 2.647 -1.391 -1.315 -0.3 0.1 -0.1 0.110
H 4.010 -3.066 -0.367 -0.1 -0.2 0.2 0.086
H 2.389 -3.209 0.469 0.8 -0.2 0.5 0.064
H 2.815 -4.346 -0.811 0.2 -0.1 0.2 0.076
H -0.451 -1.092 -3.724 -0.2 0.3 -0.4 0.087
H -1.751 -1.044 -2.622 0.1 0.2 0.6 0.091
H -1.596 1.528 -2.610 0.0 -0.1 0.2 0.054
H -0.586 1.503 -3.993 0.2 -0.4 -0.2 0.076
H -2.247 0.841 -4.067 0.2 0.0 -0.3 0.080
C -1.886 -5.779 -0.223 -1.1 0.6 0.0 -0.080
O -2.891 -5.170 -1.066 0.3 -1.5 -0.7 -0.197
C -3.120 -3.798 -0.874 0.9 0.2 -0.5 -0.188
C -3.964 -3.178 -2.018 0.2 -0.7 -0.9 -0.105
O -3.213 -3.069 -3.281 0.5 -0.2 0.9 -0.155
C -3.793 -2.250 -4.272 0.5 1.0 0.8 -0.197
C -3.080 -2.188 -5.614 0.1 -0.9 -0.4 -0.183
O -1.855 -1.453 -5.694 -0.1 -0.3 -0.2 -0.205
C -1.328 -1.394 -7.031 -0.6 0.7 0.2 -0.087
H -1.750 -6.844 -0.408 -0.4 0.1 -0.6 0.079
H -2.276 -5.733 0.793 0.5 0.3 0.4 0.075
H -0.900 -5.327 -0.331 -0.1 0.4 0.1 0.075
H -2.146 -3.311 -0.828 0.0 0.4 -0.2 0.092
H -3.541 -3.660 0.122 -0.6 0.4 0.0 0.125
H -4.404 -2.224 -1.729 0.4 0.3 0.1 0.101
H -4.816 -3.806 -2.280 -0.1 -0.4 0.3 0.124
H -3.784 -1.221 -3.915 -0.2 0.5 0.3 0.102
H -4.846 -2.487 -4.429 -0.1 -0.3 -0.3 0.131
H -3.832 -1.759 -6.276 0.0 0.2 -0.3 0.126
H -2.882 -3.200 -5.968 0.0 -0.3 -0.1 0.123
H -1.938 -0.757 -7.671 -0.4 0.2 0.1 0.081
H -1.283 -2.333 -7.584 0.2 -0.5 0.5 0.086
H -0.358 -0.897 -7.012 0.1 -0.4 0.3 0.082
C 2.186 0.435 -4.509 1.1 0.2 0.2 -0.092
O 3.229 -0.401 -4.005 0.6 0.6 0.4 -0.193
C 4.365 0.349 -3.494 -0.6 -0.4 -0.9 -0.166
C 5.453 -0.559 -3.010 0.6 -0.4 1.4 -0.228
O 5.954 -1.349 -4.034 0.5 -1.1 -1.3 -0.136
C 6.842 -2.460 -3.786 -0.1 0.8 0.1 -0.145
C 8.112 -2.148 -2.962 -1.4 0.0 0.3 -0.173
O 7.740 -1.875 -1.597 0.1 0.0 -0.3 -0.201
C 8.760 -2.183 -0.678 0.6 -0.8 0.0 -0.120
H 1.410 -0.183 -4.961 0.1 0.0 0.2 0.073
H 2.592 1.107 -5.265 0.0 0.0 -0.4 0.088
H 1.794 1.087 -3.729 -0.3 -0.2 0.2 0.073
H 4.070 1.022 -2.688 -0.2 0.0 0.2 0.127
H 4.814 0.958 -4.278 -0.3 0.2 -0.4 0.125
H 5.136 -1.126 -2.136 -0.3 -0.5 0.0 0.120
H 6.295 0.011 -2.617 -0.1 0.7 0.2 0.124
H 7.148 -2.804 -4.774 0.2 0.4 -0.2 0.125
H 6.290 -3.323 -3.414 -0.1 0.1 0.7 0.123
H 8.632 -1.281 -3.370 0.1 0.1 -0.1 0.128
H 8.754 -3.025 -3.045 0.2 -0.1 0.2 0.121
H 8.578 -1.838 0.340 -0.4 0.5 -0.3 0.088
H 9.742 -1.852 -1.016 0.1 0.5 0.0 0.084
H 8.867 -3.262 -0.567 -0.1 -0.4 -0.1 0.083
C 0.516 2.397 4.982 -0.5 0.9 -0.4 -0.102
O 1.055 1.276 5.558 -0.9 -2.8 -0.5 -0.180
C 2.125 1.385 6.413 0.6 1.2 0.4 -0.215
C 2.680 0.059 6.900 0.1 -0.2 -0.9 -0.170
O 3.024 -0.717 5.776 -0.1 -0.2 -0.7 -0.177
C 3.603 -1.990 6.007 0.1 -0.3 -0.3 -0.190
C 3.412 -2.810 4.721 0.1 2.3 -0.9 -0.122
O 4.265 -2.332 3.595 -0.2 -1.2 1.0 -0.199
C 4.143 -0.979 3.151 0.2 -0.5 0.6 -0.103
H 0.895 3.284 5.490 -0.1 0.4 -0.3 0.096
H -0.574 2.384 5.010 -0.2 -0.1 0.7 0.079
H 0.660 2.416 3.902 0.9 0.3 -0.1 0.073
H 1.770 1.973 7.260 0.4 0.1 0.6 0.128
H 2.909 1.968 5.931 0.4 0.0 -0.1 0.124
H 1.921 -0.448 7.495 0.0 -0.2 0.3 0.125
H 3.626 0.198 7.423 -0.3 0.5 0.8 0.132
H 3.136 -2.452 6.877 -0.4 -0.4 0.0 0.122
H 4.665 -1.962 6.252 0.3 0.5 0.0 0.126
H 2.383 -2.572 4.449 -0.3 -0.3 -0.2 0.098
H 3.519 -3.887 4.852 0.4 0.2 -0.2 0.129
H 4.555 -0.308 3.905 -0.5 0.3 0.1 0.077
H 3.108 -0.775 2.877 -0.1 0.4 0.2 0.079
H 4.788 -0.817 2.287 -0.1 -0.6 -0.2 0.082
C 1.772 7.804 -2.645 -1.5 -0.9 -0.3 -0.069
O 1.028 6.585 -2.778 0.9 0.4 1.0 -0.221
C 0.668 6.259 -4.063 -0.9 -1.4 -0.3 -0.237
C 0.067 4.818 -4.057 0.3 1.7 0.2 -0.167
O -1.107 4.780 -3.227 0.0 -0.1 0.2 -0.134
C -0.923 4.384 -1.829 0.6 0.6 -0.7 -0.139
C -2.184 4.667 -0.897 0.8 0.7 -0.5 -0.123
O -2.781 6.001 -0.914 0.8 -0.4 -0.7 -0.193
C -1.897 7.031 -0.427 0.0 -0.4 0.1 -0.085
H 2.030 7.770 -1.587 0.6 0.6 -0.3 0.090
H 1.092 8.619 -2.893 0.0 0.4 0.3 0.085
H 2.563 7.862 -3.392 0.5 -0.2 0.4 0.085
H 1.510 6.314 -4.754 0.3 -0.1 -0.2 0.120
H -0.119 6.917 -4.432 -0.2 0.3 -0.1 0.128
H 0.844 4.086 -3.840 -0.1 -0.2 0.7 0.116
H -0.136 4.674 -5.118 -0.9 -0.4 0.1 0.118
H 0.005 4.819 -1.457 -0.2 0.7 0.2 0.102
H -0.623 3.338 -1.895 -0.8 -0.4 0.6 0.077
H -1.978 4.549 0.167 0.9 -0.5 0.0 0.107
H -2.890 3.866 -1.118 -0.7 0.7 -0.3 0.100
H -2.437 7.951 -0.204 -0.5 -0.3 -0.2 0.086
H -1.090 7.328 -1.097 0.0 -0.4 -0.5 0.074
H -1.418 6.729 0.504 0.0 -0.3 0.2 0.075
C 3.550 -4.562 -7.168 -0.5 0.5 0.8 -0.095
O 3.742 -4.624 -5.760 0.8 -0.5 0.3 -0.184
C 3.501 -3.445 -5.015 -2.4 -0.2 0.3 -0.161
C 1.935 -3.184 -4.997 0.4 0.8 -1.2 -0.214
O 1.244 -4.295 -4.523 -0.3 -1.3 0.5 -0.120
C -0.199 -4.265 -4.492 0.7 -0.7 0.0 -0.126
C -0.809 -5.423 -3.657 0.7 1.1 -0.2 -0.197
O -0.590 -6.688 -4.211 0.0 -1.1 -0.3 -0.165
C -1.059 -7.764 -3.384 0.5 0.5 -0.1 -0.084
H 2.484 -4.476 -7.375 -0.1 -0.1 -0.2 0.076
H 3.932 -5.475 -7.627 0.1 0.1 0.2 0.089
H 4.027 -3.680 -7.596 0.3 0.1 -0.1 0.085
H 4.111 -2.615 -5.371 -0.4 0.3 -0.1 0.112
H 3.708 -3.579 -3.953 0.7 -0.6 -0.1 0.109
H 1.688 -2.949 -6.032 -0.4 -0.2 -0.5 0.106
H 1.591 -2.284 -4.486 0.5 0.2 0.6 0.085
H -0.631 -4.395 -5.484 0.2 0.3 -0.5 0.122
H -0.489 -3.295 -4.088 -0.5 -0.1 0.2 0.102
H -1.885 -5.249 -3.662 -0.1 0.3 0.6 0.116
H -0.340 -5.377 -2.674 -0.3 0.1 0.4 0.113
H -1.172 -8.661 -3.992 -0.1 0.2 -0.1 0.087
H -1.981 -7.554 -2.843 -0.3 0.3 -0.3 0.079
H -0.334 -7.995 -2.602 0.4 0.0 0.1 0.068
C 5.305 10.607 5.768 0.0 0.0 0.6 -0.131
O 5.295 9.203 5.884 -0.6 -1.5 -1.0 -0.203
C 4.661 8.494 4.756 0.8 0.9 0.8 -0.150
C 4.870 6.959 4.857 -1.0 1.5 0.2 -0.182
O 4.453 6.399 3.629 -0.1 0.0 -0.3 -0.155
C 4.677 5.006 3.562 -0.1 -0.5 -1.1 -0.171
C 3.972 4.297 2.336 -0.6 1.1 1.0 -0.147
O 2.547 4.357 2.459 -0.3 0.4 0.0 -0.202
C 1.933 5.521 1.918 -0.2 0.5 -0.4 -0.111
H 5.287 11.000 6.785 0.2 0.0 0.1 0.084
H 4.419 11.033 5.298 -0.1 -0.2 -0.4 0.083
H 6.228 10.946 5.298 -0.1 0.1 -0.3 0.085
H 5.043 8.906 3.823 0.2 -0.2 -0.2 0.120
H 3.601 8.743 4.799 -0.2 -0.2 -0.1 0.119
H 4.152 6.676 5.628 0.3 -0.6 0.4 0.126
H 5.887 6.699 5.151 0.1 0.0 -0.1 0.130
H 4.319 4.504 4.461 -0.2 0.0 0.2 0.117
H 5.757 4.867 3.513 0.2 -0.4 -0.1 0.121
H 4.215 3.234 2.351 0.2 0.0 0.1 0.118
H 4.201 4.696 1.348 0.6 0.2 0.1 0.119
H 2.133 5.704 0.863 0.5 -0.5 -0.4 0.076
H 2.196 6.475 2.375 0.3 -0.2 0.6 0.079
H 0.846 5.441 1.944 0.0 -0.4 0.4 0.075